Here is a molecular structure, C38H49DyN12Se2 from OMol25. Energies are from wB97M-V/def2-TZVPD.

Summary:
- Charge: +2
- Molar mass: 994.3 g/mol
- Max |F|: 0.8 eV/Å
- <S²>: 9.052
- Total energy: -7822.08580 a.u.
- E_LUMO (spin up / spin down): -5.763 / -5.120 eV
- Spin multiplicity: 6

Positions of all 102 atoms, in Å:
H  -3.29108  2.77689  -1.44342
C  4.66953  -2.06736  1.08041
C  -2.60944  -3.12758  2.30766
H  -4.45087  0.25801  2.81363
N  0.38754  -0.87387  -4.77564
C  -1.31355  -1.35624  1.07695
C  -3.33266  3.13745  -2.47163
H  -2.90299  4.14267  -2.51779
C  -3.83196  -4.59364  0.66158
H  -1.66653  -3.24733  0.48103
N  -0.82661  1.99373  -1.91203
Se  4.06145  -0.76482  -1.40018
H  1.85586  -0.25802  2.88321
C  2.05562  2.86401  -3.42960
H  4.65672  4.18264  -5.12692
N  -2.65633  2.20798  -3.36818
N  2.13541  3.89865  -0.22637
H  1.84658  1.85071  2.86374
H  -4.44702  -4.76327  5.28330
H  5.85051  2.94949  -3.30717
C  -3.76834  0.79784  3.47781
C  0.59040  -3.62799  -2.37686
C  -3.17017  2.06917  -4.72763
H  -0.54653  -1.81493  -2.22899
H  -4.37939  3.19475  -2.75370
H  1.31575  4.49931  -0.19803
C  -1.78258  1.01667  1.89296
N  0.97562  0.05463  -2.71694
H  3.98320  3.81855  0.74041
H  -4.90161  -5.50943  2.98073
C  -1.89681  3.76991  2.08781
H  -4.07828  2.65493  -4.81637
C  2.41895  3.67645  2.18870
H  -0.30914  -1.02798  -5.48258
H  1.11707  -1.55982  -4.70543
C  -1.46541  1.68620  -2.99034
C  4.10471  3.63639  -4.37383
H  0.43877  -3.74208  -3.44367
C  3.78691  -1.20170  0.45542
N  -0.29293  -1.18615  0.27650
H  1.72185  -5.44547  -2.17805
Dy  1.01811  1.07710  -0.30433
H  -1.48455  0.58143  -4.70179
C  -2.75921  1.61586  2.71136
H  2.16255  4.09607  -5.18070
C  1.29247  -4.59200  -1.66995
H  1.63520  -3.92432  2.31626
C  4.77116  2.95881  -3.36532
Se  4.90720  1.36948  -0.97735
C  2.99754  4.25529  0.91471
C  0.79633  -3.42982  0.40581
N  2.68331  2.22748  -2.43764
H  3.01986  4.00054  3.04173
C  3.54622  -1.56414  3.12173
H  -3.54441  3.47220  3.42540
N  2.79216  -0.57197  1.07873
H  3.30380  1.84527  2.14344
H  5.45032  -2.54929  0.50994
C  0.05138  -2.54416  -1.70452
H  -3.43578  1.03516  -4.96488
H  0.48043  -2.58004  2.37675
C  -3.00387  -3.29534  4.67997
H  -0.24641  3.78538  0.77558
H  -4.65202  -5.30770  0.65211
H  3.12665  5.33486  1.02248
H  -1.58569  -1.96081  3.79555
H  2.61621  4.15545  -1.07945
H  -2.96420  -5.08394  0.20882
C  0.18691  -0.02699  -3.72733
H  -2.46276  2.44591  -5.47095
C  -0.93123  3.14269  1.32302
C  -4.18216  -4.71917  3.15640
H  -1.32221  2.70098  -1.38287
C  -0.80311  1.74903  1.21014
H  -4.37850  1.44784  4.09990
H  -2.79012  -2.96681  5.68858
C  1.36095  -4.49737  -0.29085
H  -3.29003  0.06994  4.13802
C  4.54952  -2.24454  2.45100
H  0.97600  2.80216  -3.41086
C  -3.92928  -4.30093  4.45394
N  2.35912  2.20895  2.06434
H  -0.08257  -4.23331  2.17697
H  3.42048  -1.66845  4.19057
H  1.40328  4.04440  2.33887
C  4.01178  2.27941  -2.42390
C  -2.33609  -2.71946  3.61122
C  2.71969  3.58464  -4.40814
N  -0.94196  0.75560  -3.87492
H  -4.10600  -3.74632  0.02977
C  0.70893  -3.53112  1.90344
H  1.82620  -5.29911  0.27168
C  -3.54188  -4.14246  2.06707
N  -1.92539  -2.58017  1.19133
N  -1.90765  -0.38944  1.80569
H  5.23316  -2.89066  2.98528
C  2.67914  -0.76769  2.39585
H  -2.73009  -0.73059  2.27886
C  -2.79852  2.99805  2.80078
H  -1.94188  4.85082  2.13167
H  1.72393  -0.62071  -2.82173
C  0.21535  -2.38134  -0.32779

---

Here is a single C5H8O molecule in a non-equilibrium geometry from OMol25. Energies are from wB97M-V/def2-TZVPD.

Summary:
- Molar mass: 84.1 g/mol
- Max |F|: 1.1 eV/Å
- Total energy: -270.49172 a.u.
- E_LUMO: 1.138 eV
- Spin multiplicity: 1

Positions of all 14 atoms, in Å:
C  -0.48447  -0.81693  -0.81543
C  0.33264  -0.01289  1.25450
O  -1.07158  0.12850  1.45125
H  0.52710  -1.15068  -1.04360
H  0.68837  1.98317  0.50068
H  0.93504  -0.32212  2.11162
H  -1.01453  1.35403  -0.89592
H  0.07791  0.73685  -2.12501
C  -0.18642  0.66100  -1.05333
H  1.93208  0.81992  0.08811
C  0.83446  0.94958  0.17277
H  -1.15858  -1.41189  -1.44195
H  -0.81435  -1.94414  1.11839
C  -0.59767  -0.97441  0.67793

---

Number 1 is which compound?
C38H49DyN12Se2

---

Which formula does entry 2 have?
C5H8O